Molecular formula: C3H7N2OP
Method: DFT, ωB97M-V with the def2-TZVPD basis set

Output
maximum force: 2.74 eV Å⁻¹
frontier orbital gap: 8.0 eV
HOMO level: -0.2709 Ha
DFT total energy: -644.55892 hartree

The geometry in XYZ format:
```
14
C3H7N2OP, DFT ωB97M-V with the def2-TZVPD basis set
H 1.1512 1.1134 1.8020
H -0.1242 2.1947 1.1483
N 1.5880 -1.4950 -0.9853
P 0.1187 0.2670 0.0166
N 0.2063 1.2756 1.4339
H -1.9382 0.0019 0.4826
H -1.9032 1.7256 -0.3139
H -2.1661 0.3592 -1.1459
H 2.1009 0.5085 -1.3992
C 0.7656 -2.0953 -0.1775
H 0.7650 -3.1633 0.0847
O -0.1962 -1.2422 0.4753
C -1.6430 0.6823 -0.3160
C 1.2751 -0.1324 -1.1057
```

=====

Molecular formula: C31H29Cl2InN7O2
Method: DFT, ωB97M-V with the def2-TZVPD basis set

Output
maximum force: 0.40 eV Å⁻¹
frontier orbital gap: 6.9 eV
total charge: +1
HOMO level: -0.3686 Ha
DFT total energy: -2842.94725 hartree

The geometry in XYZ format:
```
72
C31H29Cl2InN7O2, DFT ωB97M-V with the def2-TZVPD basis set
H -1.9249 4.9413 0.2455
C 0.3987 -4.1634 0.8413
Cl 6.2363 3.3235 -1.5839
H 2.3412 4.3710 2.8647
C -1.7594 -0.9998 2.9343
C -2.7664 -0.8925 1.9837
C 1.6390 1.1482 1.9778
C -0.0620 -2.9179 0.4682
C 1.7686 -4.3916 0.8377
H -4.7291 0.7320 -3.8743
H 2.8420 1.9770 3.5488
N 2.3815 -0.0343 -0.9511
C 1.9602 2.2458 2.9685
C 3.6881 3.6300 -2.4669
C -1.1458 4.4597 -0.3516
H 0.8143 4.9292 -1.0992
C -2.7635 1.4182 -3.3531
C 4.2101 1.5818 -1.3073
H -3.1697 -1.7862 1.5199
C -3.3154 0.3479 1.6856
C -3.8587 0.5764 -3.2512
H -1.3473 -1.9700 3.1836
C 2.8983 1.1597 -1.4527
H -1.4957 2.3926 0.0495
H 3.1077 3.4388 1.5727
C 0.7634 5.2055 1.0248
C 2.0907 -2.1534 0.0683
C 0.2728 2.8212 0.8948
C 3.0481 -1.0454 -0.3990
N -1.6371 0.1791 -1.6633
C 4.6004 2.8220 -1.8074
H -2.7240 2.2499 -4.0420
C -1.6542 1.1837 -2.5601
In 0.3008 0.1589 -0.5319
C 0.1169 5.2959 -0.3439
H 1.3529 0.2280 2.4925
O -0.5293 3.1102 -3.3641
H 1.1283 2.3923 3.6616
H -0.3039 -4.9317 1.1296
H 4.9321 0.9467 -0.8174
N 0.6505 1.5076 -2.1641
H -0.1226 6.3313 -0.5802
C 2.3683 3.2173 -2.6301
C -3.8217 -0.4755 -2.3456
C -2.6958 -0.6311 -1.5623
H 2.5378 0.9343 1.3887
N 0.7618 -1.9346 0.0879
N -0.8435 3.1421 0.2092
H 1.7168 5.7334 1.0330
N 0.5364 1.5263 1.0817
C -0.4092 2.0663 -2.7347
C -1.8698 1.3709 3.3107
H -3.3104 2.4447 2.1405
H 0.1259 5.6525 1.7949
C 2.6214 -3.3718 0.4528
C -1.3160 0.1342 3.6017
H -1.5116 4.3240 -1.3691
H -1.1182 -2.6844 0.4851
H -4.6479 -1.1637 -2.2410
H -0.5533 0.0462 4.3654
H 1.6697 3.8448 -3.1622
N 1.0472 3.8089 1.3562
C -2.8640 1.4806 2.3496
C 1.9558 1.9994 -2.1162
H -1.5409 2.2526 3.8464
H -4.1219 0.4292 0.9670
H 3.6961 -3.4821 0.4303
O 4.2457 -1.2165 -0.2382
H -2.6354 -1.4177 -0.8231
C 2.2093 3.5230 2.1930
H 2.1636 -5.3550 1.1310
Cl 4.1485 5.1719 -3.0931
```

=====

Molecular formula: C4H7NS2
Method: DFT, ωB97M-V with the def2-TZVPD basis set

Output
maximum force: 1.23 eV Å⁻¹
frontier orbital gap: 9.0 eV
HOMO level: -0.3133 Ha
DFT total energy: -1007.69536 hartree

The geometry in XYZ format:
```
14
C4H7NS2, DFT ωB97M-V with the def2-TZVPD basis set
H 0.9620 -1.3032 -2.5058
C -0.4156 0.3595 0.3342
S -0.1845 -0.7120 -2.1382
H 2.0325 -0.0779 0.6961
H 0.8571 2.0525 0.6793
H -0.7033 1.9287 1.6995
H -1.4711 -1.4583 0.8156
H -2.3252 -0.3354 -0.3050
C 1.8027 -0.3921 -0.3170
S 2.9731 -1.0132 -1.2896
H -2.2497 0.0786 1.4016
N 0.4862 -0.2350 -0.6022
C -0.0773 1.4960 0.9406
C -1.6869 -0.3881 0.5909
```

=====

Molecular formula: C2H6O
Method: DFT, ωB97M-V with the def2-TZVPD basis set

Output
maximum force: 2.39 eV Å⁻¹
frontier orbital gap: 11.4 eV
HOMO level: -0.3820 Ha
DFT total energy: -154.99738 hartree

The geometry in XYZ format:
```
9
C2H6O, DFT ωB97M-V with the def2-TZVPD basis set
O -6.1170 3.0616 1.8540
H 1.0546 -0.0360 1.7993
H 1.3655 1.4203 0.6583
H -0.2148 0.4835 -0.9598
H -6.5404 3.8406 2.2809
C 0.8585 0.4668 0.8453
H -5.2836 2.9246 2.3588
H -0.5361 -0.9266 0.2349
C 0.0000 0.0000 0.0000
```